This record from OMol25 describes a molecular structure, C11H10EuN2O4 at a distorted geometry. The level of theory is the ωB97M-V functional and the def2-TZVPD basis.

Its charge is +2. Its gap between HOMO and LUMO (alpha / beta) is 0.2457 / 0.2528 hartree. Its expectation value of S² is 15.764. The value obtained for the energy above the lowest of the compared OMol25 structures with the same formula, charge and spin is 110.9 kcal per mole. Its multiplicity is 8. Its HOMO energy (alpha / beta) is -15.82 / -15.82 eV.

Positions of all 28 atoms, in Å:
Eu -0.278 -1.205 -0.072
C 0.245 -1.345 2.155
O 0.552 -1.203 3.209
C -1.304 -3.316 0.724
O -1.777 -4.279 1.083
C 1.403 -2.560 -0.315
O 2.383 -3.131 -0.552
C -2.261 -0.524 0.558
O -3.179 0.118 0.844
C -0.780 -1.125 -2.284
H -1.314 -0.151 -2.208
H 0.279 -1.089 -2.623
C -1.388 -2.323 -1.912
H -0.872 -3.289 -2.031
H -2.452 -2.365 -1.633
N 1.810 0.789 -1.222
C 1.167 1.529 -0.274
C 1.476 2.871 -0.070
C 0.832 3.574 0.940
C -0.124 2.943 1.734
C -0.418 1.609 1.500
N 0.205 0.950 0.483
H 1.751 -0.215 -1.356
H 2.516 1.245 -1.767
H 2.237 3.313 -0.688
H 1.078 4.614 1.119
H -0.637 3.462 2.540
H -1.149 1.103 2.118

Atoms 1-2, force components in eV/Å:
1.792 3.096 -0.802
0.379 -0.573 2.324



This record from OMol25 describes C17H12N2O5 in the gas phase at a distorted geometry. The level of theory is the ωB97M-V functional and the def2-TZVPD basis.

Its gap between HOMO and LUMO is 0.3228 hartree. Its multiplicity is 1. Its HOMO energy is -8.47 eV.

Positions of all 36 atoms, in Å:
O 2.222 3.236 0.096
C 2.139 2.044 0.257
O 1.005 1.428 0.649
C -0.151 2.243 0.811
C -1.272 1.664 0.028
N -1.464 1.721 -1.250
N -2.588 1.042 -1.516
C -3.046 0.593 -0.383
C -4.243 -0.190 -0.179
C -4.601 -0.622 1.097
C -5.750 -1.370 1.271
C -6.544 -1.688 0.180
C -6.189 -1.259 -1.090
C -5.043 -0.512 -1.275
H -4.745 -0.166 -2.252
H -6.811 -1.509 -1.936
H -7.442 -2.272 0.321
H -6.028 -1.705 2.259
H -3.977 -0.370 1.942
O -2.245 0.957 0.647
H -0.417 2.262 1.872
H 0.080 3.254 0.452
C 3.254 1.092 0.075
C 4.493 1.608 -0.296
C 5.595 0.787 -0.492
C 5.408 -0.563 -0.304
C 4.164 -1.087 0.068
C 3.070 -0.286 0.265
H 2.114 -0.691 0.548
O 4.265 -2.446 0.185
C 5.603 -2.766 -0.131
O 6.307 -1.578 -0.428
H 6.076 -3.270 0.726
H 5.627 -3.436 -1.006
H 6.555 1.181 -0.780
H 4.578 2.675 -0.430

Atoms 1-2, force components in eV/Å:
-0.011 -0.084 0.000
0.136 0.392 -0.017



This record from OMol25 describes a molecular structure, C33H27BrN6O2Zn at a distorted geometry. The level of theory is the ωB97M-V functional and the def2-TZVPD basis.

Its gap between HOMO and LUMO is 0.2212 hartree. The value obtained for the energy above the lowest of the compared OMol25 structures with the same formula, charge and spin is 21.4 kcal per mole. Its multiplicity is 1. Its HOMO energy is -6.94 eV.

Positions of all 70 atoms, in Å:
Zn -0.163 0.416 0.997
O 1.147 -2.502 3.867
C 2.464 -2.517 3.566
C 3.389 -3.102 4.430
C 4.733 -3.141 4.116
C 5.183 -2.598 2.925
C 4.273 -2.002 2.073
C 2.919 -1.939 2.375
C 2.022 -1.100 1.483
O 1.015 -0.509 2.120
N 1.509 -1.920 0.339
N 0.288 -1.645 -0.030
C -0.406 -2.353 -0.841
C -1.777 -2.006 -1.118
Br -2.758 -1.516 0.479
C -2.455 -2.034 -2.275
C -1.956 -2.221 -3.624
C -2.896 -2.325 -4.657
C -2.499 -2.415 -5.976
C -1.152 -2.396 -6.303
C -0.211 -2.294 -5.292
C -0.602 -2.214 -3.969
H 1.013 -2.786 4.782
H 3.044 -3.536 5.361
H 5.433 -3.591 4.803
H 6.232 -2.616 2.672
H 4.610 -1.552 1.149
H 2.708 -0.356 1.003
H 1.885 -2.854 0.190
H -0.019 -3.274 -1.288
H -3.511 -1.815 -2.223
H -3.950 -2.335 -4.417
H -3.239 -2.474 -6.761
H -0.838 -2.444 -7.337
H 0.842 -2.274 -5.535
H 0.154 -2.098 -3.209
C -0.199 2.954 -4.034
C -0.672 3.765 -3.016
C -1.118 3.216 -1.832
C -1.086 1.829 -1.634
C -0.587 1.024 -2.658
C -0.155 1.581 -3.846
N -1.430 1.294 -0.405
C -2.489 1.763 0.257
C -3.660 2.251 -0.372
C -4.711 2.739 0.355
C -4.654 2.813 1.760
C -3.546 2.365 2.417
C -2.466 1.825 1.696
N -1.262 1.546 2.191
N -0.776 1.982 3.287
C 0.592 1.998 3.266
C 1.326 2.026 4.456
C 2.698 2.137 4.381
C 3.298 2.257 3.132
C 2.493 2.234 2.005
N 1.180 2.101 2.058
H 0.140 3.395 -4.959
H -0.683 4.839 -3.135
H -1.452 3.853 -1.026
H -0.550 -0.043 -2.511
H 0.222 0.941 -4.631
H -3.716 2.193 -1.450
H -5.607 3.071 -0.153
H -5.482 3.236 2.307
H -3.462 2.397 3.493
H 0.804 1.928 5.394
H 3.298 2.131 5.280
H 4.366 2.362 3.041
H 2.913 2.337 1.013

Atoms 1-2, force components in eV/Å:
-0.059 -0.001 -1.308
-0.353 -0.054 0.194



no.,E (a.u.)
1,-1545.180829
2,-1140.718082
3,-6106.014278